A gas-phase ion, C2H5N3P (charge +1) in a non-equilibrium geometry, computed with ωB97M-V with the def2-TZVPD basis set.

frontier orbital gap (alpha / beta): 6.03 / 6.72 eV
lowest unoccupied orbital energy (alpha / beta): -5.10 / -8.92 eV
HOMO level (alpha / beta): -11.12 / -15.65 eV
energy relative to the best compared isomer or geometry (same formula, charge and spin): 1.6849 eV

```
! wB97M-V def2-TZVPD RIJCOSX def2/J DEFGRID3
* xyz 1 3
C 0.579 -1.033 0.044
C 0.206 1.358 -0.185
N -1.165 1.199 0.210
N 0.976 0.172 0.174
N -1.024 -1.325 -0.307
P -2.064 -0.020 0.145
H 0.941 -1.991 0.369
H 0.213 1.630 -1.248
H 0.516 2.161 0.472
H 1.982 0.144 0.527
H -1.161 -2.296 -0.203
*
```